1.
The following is a DFT calculation (the ωB97M-V functional and the def2-TZVPD basis) of a 2-piece molecular cluster, C5H6ClNO2 overall at a distorted geometry.

```
! RIJCOSX wB97M-V def2-TZVPD def2/J DEFGRID3
* xyz 0 1
C -0.21974 0.42025 0.60226
N 0.13998 -2.94604 1.31953
O 0.20904 1.20823 -0.32913
C -0.05197 2.63717 -0.47755
Cl -2.96663 1.82736 -1.08074
H 1.26021 -1.47937 -1.26998
C 0.78882 -2.99972 0.20490
C 0.82719 -1.68049 -0.38093
H 1.17524 -3.98282 -0.19073
H -0.68798 2.53227 -1.33975
H 0.85585 3.10594 -0.89558
C 0.12657 -0.92605 0.51827
O -0.20080 -1.68477 1.58414
H -0.31731 3.03574 0.41631
H -0.93847 0.93229 1.31897
*
```

Calculated values
Gap between HOMO and LUMO (spin up / spin down) ... 4.95 / 4.94 eV
E ... -23384.819 eV
E_LUMO (spin up / spin down) ... -0.101 / -0.101 hartree

natural (NBO) population analysis, charges in e, atoms 1 to 8: atom 1 (C): 0.418, atom 2 (N): -0.040, atom 3 (O): -0.358, atom 4 (C): -0.244, atom 5 (Cl): -0.896, atom 6 (H): 0.245, atom 7 (C): -0.050, atom 8 (C): -0.177


2.
The following is a DFT calculation (the ωB97M-V functional and the def2-TZVPD basis) of C30H33CrF2N4O3S as an isolated structure.

```
! RIJCOSX wB97M-V def2-TZVPD def2/J DEFGRID3
* xyz 0 4
H 2.18362 1.37036 -4.93049
O 0.72959 0.11143 3.39744
C -0.81117 -4.30100 -0.46073
H -1.28221 -3.89217 -4.82704
H 2.00452 0.33263 1.80604
H 0.95767 -0.36243 -3.64436
C 3.74973 1.50136 -3.48858
H -2.87117 4.34396 3.28358
H 3.96278 1.20210 2.71743
C -2.47533 3.37250 3.57554
H -1.55349 1.24247 1.83217
H -0.27321 2.16355 5.77890
C 3.58799 0.06852 -1.58742
C -0.93476 -2.46712 -3.27520
H 2.85134 3.25793 0.00010
H -2.81425 3.15879 5.72536
C -2.52951 -0.82917 -2.90456
H 4.01537 -0.30896 -0.66573
C -3.71099 2.39886 -1.09088
N -1.29375 3.02192 2.75765
C -3.32186 -1.35264 -3.92272
N 1.92393 2.88645 -0.11180
C -0.36426 2.23723 3.58624
C -2.89198 -2.46205 -4.62239
C 1.64102 1.64234 0.37395
N 2.37679 1.17326 1.39033
H -0.04300 -6.26947 -0.95094
C -1.54394 -1.95573 0.14120
C 1.01525 -5.34701 0.65393
C 4.28053 1.04397 -2.30250
H 2.97380 2.66595 2.77440
C 3.39660 1.90571 2.11283
N -1.34668 -1.40315 -2.57849
H 4.09730 2.38445 1.42597
H -3.50211 -2.88355 -5.41380
C 1.57319 -1.44330 -1.22539
C -1.02016 2.13151 4.98900
H -2.46889 -2.19212 -0.38467
S -4.27313 1.32931 -2.29944
H 5.23571 1.42777 -1.96186
H 1.43592 -2.37517 -1.78518
C 0.04504 -5.39142 -0.32176
C 2.36848 -0.45903 -2.02617
H -4.31070 3.26049 -0.82519
H -1.99159 2.60525 0.17225
H -3.25872 2.62878 3.40900
C -1.99547 3.30974 5.02063
H -1.47280 4.23148 5.28718
H -1.56358 1.18877 5.07718
O -1.02685 0.46274 2.09347
H 1.47817 3.08194 -0.99336
Cr -0.40333 -0.54804 -0.95714
F 1.86056 -6.39539 0.79253
C -0.15672 0.84105 3.02009
H 0.37205 -2.33582 2.01656
C 2.56658 1.00420 -3.98421
H -1.77821 -1.48266 1.09076
H -1.59257 -4.33674 -1.21388
H -4.26556 -0.87128 -4.15008
C 1.89047 0.03095 -3.25298
H 2.07406 -1.70110 -0.29190
C -1.66619 -3.02821 -4.30061
H -0.84356 3.84738 2.39602
C -2.50278 2.01544 -0.58299
C -2.85525 0.35217 -2.11001
C 0.28119 -3.19139 1.35129
H 0.61539 2.70598 3.65385
H 0.01383 -2.89429 -2.97698
F 4.41417 2.45434 -4.18827
C -0.69557 -3.16607 0.34581
H 1.89440 -4.28900 2.28540
C -1.98459 0.80687 -1.15514
C 1.13729 -4.27088 1.50911
O 0.68553 1.00447 -0.07836
*
```

Calculated values
Gap between HOMO and LUMO (spin up / spin down) ... 6.99 / 7.17 eV
E ... -88440.606 eV
E_LUMO (spin up / spin down) ... 0.006 / 0.005 hartree
⟨S²⟩ ... 3.875

Mulliken population analysis, charges in e, atoms 1 to 8: atom 1 (H): 0.451, atom 2 (O): -0.715, atom 3 (C): -0.332, atom 4 (H): 0.481, atom 5 (H): 0.253, atom 6 (H): 0.247, atom 7 (C): 0.514, atom 8 (H): 0.441


3.
The following is a DFT calculation (the ωB97M-V functional and the def2-TZVPD basis) of a 4-piece molecular cluster, C4H16N2O4S overall at a distorted geometry.

```
! RIJCOSX wB97M-V def2-TZVPD def2/J DEFGRID3
* xyz 0 1
H 0.21596 0.52059 -1.23748
H -0.84574 -0.06760 0.93322
C -1.78189 -0.81300 -0.76731
H -0.28558 2.78716 -1.64064
O -0.03253 1.99747 -2.16007
H 1.10583 0.87120 1.92246
O 1.12049 1.76249 2.29943
H -1.65980 -1.54252 -1.56075
H 1.51940 -2.02180 -0.84222
H 0.70186 2.62798 0.16688
H 1.38646 -1.03333 -2.24193
H 1.49321 -1.37766 1.64541
H 0.41235 1.66946 2.95129
H 2.55982 -0.61926 -1.10434
N 0.79361 -2.09852 1.69306
N 0.57223 -0.08178 -0.48359
C 1.52570 -0.97679 -1.14946
H 1.00257 -2.84736 2.33847
C -0.20657 -2.13702 0.77375
H -0.02740 3.81764 0.74777
H -2.99791 -1.38900 1.29555
H -1.89716 0.17382 -1.20672
H -0.24415 2.26406 -3.06568
C -0.58160 -0.79909 0.15791
O 0.42313 3.53067 -0.05349
O -0.87638 -3.11797 0.52825
S -3.39591 -1.09984 0.06021
*
```

Calculated values
Gap between HOMO and LUMO ... 9.14 eV
E ... -26412.935 eV
E_LUMO ... 0.013 hartree
SMILES ... CN[C@@H](CS)C(N)=O.O.O.O

natural (NBO) population analysis, charges in e, atoms 1 to 8: atom 1 (H): 0.423, atom 2 (H): 0.203, atom 3 (C): -0.511, atom 4 (H): 0.510, atom 5 (O): -0.976, atom 6 (H): 0.473, atom 7 (O): -0.940, atom 8 (H): 0.227


4.
The following is a DFT calculation (the ωB97M-V functional and the def2-TZVPD basis) of a 2-piece molecular cluster, C5H9O5 overall at a distorted geometry.

```
! RIJCOSX wB97M-V def2-TZVPD def2/J DEFGRID3
* xyz 0 4
O 2.28567 1.11413 2.40267
H 0.81378 1.85013 -0.77892
H 2.15723 -1.41218 0.89243
H -1.17665 -0.70905 0.91612
O 2.67195 1.04499 -0.49223
H 1.68158 -1.75277 -0.77083
O -1.27235 1.32264 0.57110
C 0.66443 -0.10337 0.09343
H -3.48499 -0.31012 -1.54060
C 1.43931 0.99539 -0.43521
H -1.23493 0.47084 -1.90982
H 0.56863 -2.15878 0.57163
C -1.58505 -0.23200 -1.13057
O -2.93104 0.03688 -0.81888
C -0.81084 0.01641 0.16745
C 1.29799 -1.42488 0.20881
O 1.07081 0.91284 2.20783
H -1.46615 -1.28502 -1.44734
H -0.68939 1.62389 1.29292
*
```

Calculated values
Gap between HOMO and LUMO (spin up / spin down) ... 9.20 / 7.57 eV
E ... -15562.022 eV
E_LUMO (spin up / spin down) ... 0.026 / -0.076 hartree
⟨S²⟩ ... 3.771

natural (NBO) population analysis, charges in e, atoms 1 to 8: atom 1 (O): 0.065, atom 2 (H): 0.135, atom 3 (H): 0.246, atom 4 (H): 0.184, atom 5 (O): -0.527, atom 6 (H): 0.246, atom 7 (O): -0.701, atom 8 (C): 0.075


5.
The following is a DFT calculation (the ωB97M-V functional and the def2-TZVPD basis) of C17H25F8GaNO2S2 as an isolated structure.

```
! RIJCOSX wB97M-V def2-TZVPD def2/J DEFGRID3
* xyz -1 1
S -5.95398 -0.60371 -1.58722
H -5.64637 2.66988 0.17849
F 3.48421 -1.41268 1.78713
H -3.26018 1.22797 0.46940
C -0.51537 0.78453 2.09947
C 4.73713 -3.37669 1.37332
C -1.74769 -0.13754 -0.19203
Ga -2.66667 -0.81777 -1.89361
H 4.90749 -4.38413 1.76390
C 4.46845 -2.28726 3.74876
H 1.10798 -0.52758 1.63749
F 5.92813 -2.78423 1.14021
H -0.04053 1.15212 2.99956
H -4.62366 -2.49925 -2.02811
F 8.00427 0.19253 2.33561
H -0.99256 1.91572 -1.71710
H -2.79136 3.29117 -3.04994
H 0.00174 -1.38104 -0.43061
F 7.09761 -2.00004 3.52943
C -0.90933 2.25631 -2.74990
H 0.13695 2.52644 -2.90167
C -1.72816 3.51000 -2.96911
H -0.54832 0.30391 -3.60850
C 6.67606 0.15576 2.59620
H -4.42267 -1.99043 -0.37578
N -1.71336 1.28071 1.80375
H -7.11149 1.72128 0.01075
C 3.88765 -2.56626 2.35507
C -0.48720 -0.63040 0.17220
C -2.28683 0.81255 0.68986
F 6.95647 -0.27538 4.84184
C -4.47441 -1.62680 -1.39896
H -2.97372 -0.03480 -4.30033
C -2.67393 0.51546 -3.40863
C 6.43422 -0.84637 3.73158
H -1.23509 1.46056 -4.71498
C 0.14118 -0.16934 1.32586
F 4.07335 -3.47018 0.20212
C -1.27737 1.10909 -3.67969
H -4.38294 1.22306 -1.24949
H 6.33714 1.14782 2.90084
F 6.02934 -0.21215 1.47771
H 5.08028 -3.11986 4.09804
H -5.83227 1.70153 -2.08718
H -1.42047 3.97285 -3.90234
F 2.78467 -3.33501 2.57309
H -1.56877 3.97041 -1.10649
H -5.69254 1.07319 0.88896
H -0.17180 -2.11041 -2.63935
O 5.10787 -1.04524 3.97467
C -6.02973 1.65739 0.03920
H 3.59532 -2.24399 4.39717
S -1.40278 -2.63171 -2.66371
O -1.53638 4.46967 -1.92451
H -3.40098 1.31567 -3.30228
C -5.45859 1.10267 -1.26014
*
```

Calculated values
Gap between HOMO and LUMO ... 6.82 eV
E ... -119408.268 eV
E_LUMO ... 0.074 hartree

natural (NBO) population analysis, charges in e, atoms 1 to 8: atom 1 (S): 0.151, atom 2 (H): 0.196, atom 3 (F): -0.305, atom 4 (H): 0.171, atom 5 (C): 0.001, atom 6 (C): 0.521, atom 7 (C): -0.495, atom 8 (Ga): 1.332


6.
The following is a DFT calculation (the ωB97M-V functional and the def2-TZVPD basis) of CCl2NO2S as an isolated structure at a distorted geometry.

```
! RIJCOSX wB97M-V def2-TZVPD def2/J DEFGRID3
* xyz -1 1
Cl 2.08824 0.62121 -0.17498
O -2.23795 -0.22700 -0.34398
O -0.32608 0.95358 -1.24498
S -0.90031 0.27180 -0.10077
Cl 0.58063 -1.60222 -0.31627
N -0.41770 0.40219 1.27915
C 1.21317 -0.41957 0.90183
*
```

Calculated values
Gap between HOMO and LUMO ... 7.95 eV
E ... -42498.985 eV
E_LUMO ... 0.135 hartree

Okay, here come the natural (NBO) numbers, in e, for every atom: atom 1 (Cl): -0.083, atom 2 (O): -0.924, atom 3 (O): -0.922, atom 4 (S): 2.237, atom 5 (Cl): -0.138, atom 6 (N): -0.963, atom 7 (C): -0.208


7.
The following is a DFT calculation (the ωB97M-V functional and the def2-TZVPD basis) of C20H14F6I2N3O5SbW as an isolated structure.

```
! RIJCOSX wB97M-V def2-TZVPD def2/J DEFGRID3
* xyz 3 2
C 0.75095 -3.03304 -1.66974
Sb 1.26613 3.41029 -2.59628
H -0.26430 -2.28679 -3.39805
C 2.16147 2.84249 3.43200
N 1.37390 -2.07069 -0.98181
F 2.52767 2.15431 -3.14462
O 1.87635 2.00335 5.75984
O 0.22546 -0.72828 0.66883
H 3.97266 -3.79667 0.20069
C -3.21794 1.98292 0.00203
H 2.23008 3.32047 1.33335
C 2.41898 -4.61521 -1.05227
W 0.51111 0.04547 -1.08414
C -4.34265 0.26970 -1.90119
H -5.14518 2.86470 0.19591
C 3.05477 -3.61125 -0.33797
C 2.69694 2.70968 6.30673
C 1.89125 2.61424 2.08230
C -2.22229 -0.89916 -2.39181
F 0.92250 2.20511 -0.98052
O -1.18065 0.87402 -0.28848
I -2.32802 3.23590 1.38641
C 2.50159 -2.34727 -0.31866
N -1.05229 -1.43799 -1.64685
C 0.79385 0.66107 2.53485
H -1.37756 -1.77760 -0.73845
O -0.56566 -1.27953 2.67664
H 2.83056 -5.61508 -1.08340
F 1.24860 -0.47348 -2.72725
F 2.28045 0.31632 -0.64707
H -1.85082 -0.48472 -3.32773
C 1.67456 1.88062 4.27805
H -1.22379 -3.40675 -2.41150
N 1.22820 1.54530 1.65744
C -0.48814 -2.60308 -2.37859
H -4.81624 -0.38191 -2.62547
H -2.87504 -1.73996 -2.63263
H 0.70800 -5.07929 -2.28046
I -7.08798 1.42657 -1.70054
F -0.39875 1.00932 -2.50033
C -3.01094 0.13182 -1.63118
H 0.58773 0.02823 4.59982
C 0.97304 0.76835 3.91114
C -2.41231 0.98740 -0.65502
C -5.12647 1.25704 -1.25304
C -4.54192 2.11367 -0.29565
C 1.24077 -4.32163 -1.72187
F 2.40481 4.34814 -1.44709
O 3.44367 3.33336 6.86862
H 2.70817 3.72195 3.74878
C 0.05715 -0.53659 1.98799
H 2.96756 -1.53582 0.21825
*
```

Calculated values
Gap between HOMO and LUMO (spin up / spin down) ... 6.67 / 5.58 eV
E ... -76521.544 eV
E_LUMO (spin up / spin down) ... -0.366 / -0.411 hartree
⟨S²⟩ ... 0.769

natural (NBO) population analysis, charges in e, atoms 1 to 8: atom 1 (C): 0.209, atom 2 (Sb): 2.204, atom 3 (H): 0.261, atom 4 (C): -0.277, atom 5 (N): -0.432, atom 6 (F): -0.675, atom 7 (O): -0.394, atom 8 (O): -0.731


8.
The following is a DFT calculation (the ωB97M-V functional and the def2-TZVPD basis) of the molecule C4H5NO2.

```
! RIJCOSX wB97M-V def2-TZVPD def2/J DEFGRID3
* xyz 0 1
O 1.71913 1.29455 -0.46766
C -1.12490 0.79843 0.35508
O 1.24838 -1.95659 0.49983
H -0.91175 -0.27709 -1.54829
H -1.88007 1.02279 1.10500
C 1.91836 0.21396 0.02389
H 2.92972 -0.21739 0.13796
C -1.38961 -0.32425 -0.57147
C 0.84303 -0.82052 0.40745
N -0.50384 -0.49815 0.57834
H -2.33015 -0.86699 -0.53880
H -0.51830 1.63125 0.01867
*
```

Calculated values
Gap between HOMO and LUMO ... 9.38 eV
E ... -9812.024 eV
E_LUMO ... -0.015 hartree
SMILES ... O=CC(=O)N1CC1

natural (NBO) population analysis, charges in e, atoms 1 to 8: atom 1 (O): -0.486, atom 2 (C): -0.248, atom 3 (O): -0.496, atom 4 (H): 0.203, atom 5 (H): 0.207, atom 6 (C): 0.347, atom 7 (H): 0.138, atom 8 (C): -0.224


The energy relative to the best compared isomer or geometry (same formula, charge and spin) results, record by record, are as follows: 337.4 71.6 66.4 45.9 0.0 403.6 0.0 221.0 kJ/mol.